DFT (ωB97M-V/def2-TZVPD) results for a structure of composition C2H8CsN2O2 at a distorted geometry.

Summary:
LUMO energy (spin up / spin down)	-0.252 / -0.501	Ha
⟨S²⟩	0.78
orbital gap (spin up / spin down)	11.1 / 4.3	eV
spin multiplicity	2
ΔE to the lowest compared entry with this formula, charge and spin	0.0	kcal/mol
charge	+2

XYZ file:
```
15
Properties=species:S:1:pos:R:3:nbo_charge:R:1
Cs 1.7926 -1.4347 -1.9755 0.99
C -1.3595 -1.7780 -0.6015 -0.26
O -1.1517 -0.9343 -1.6772 -0.77
H -0.4312 -1.7681 -0.0303 0.13
H -2.1045 -1.4294 0.1138 0.20
H -1.5839 -2.7958 -0.9206 0.21
H -1.9737 -0.9302 -2.1732 0.51
C 1.2022 1.0972 0.7120 0.67
O 2.1115 0.3533 0.3389 -0.32
N 1.0997 1.3791 1.9478 -0.39
N 0.3687 1.7862 -0.0354 -0.73
H 0.3647 1.9326 2.3643 0.45
H 1.8294 0.9715 2.5148 0.46
H 0.3168 1.4444 -0.9844 0.43
H -0.4812 2.1059 0.4067 0.43
```